The following is a DFT calculation (ωB97M-V with the def2-TZVPD basis set) of a 2-piece molecular cluster, C4H6O2 overall in a non-equilibrium geometry.

Summary:
- total charge = 0
- ΔE to the lowest compared entry with this formula, charge and spin (kJ/mol) = 166.27
- maximum force (eV/Å) = 1.442

```
12
Properties=species:S:1:pos:R:3:forces:R:3
O -0.19217 2.98137 2.18381 -0.6 -0.7 -1.0
O -1.57699 -0.14660 -0.10829 -0.1 0.2 0.0
C 0.36788 -1.42940 -0.84738 0.0 -0.2 -0.1
C -0.69010 2.39455 1.35179 0.6 0.8 1.0
C 0.87747 -0.04262 -0.54274 0.1 0.1 0.0
C -0.29885 -0.60794 0.20275 0.3 -0.2 0.1
H -0.20101 -1.55842 -1.76314 0.1 0.0 0.1
H 0.66430 0.73454 -1.27145 0.0 -0.1 0.1
H -0.14406 -0.89400 1.24579 -0.1 0.1 -0.2
H 1.82681 0.06031 -0.02334 -0.2 0.0 -0.1
H -1.60219 0.79173 0.12298 -0.1 -0.2 0.0
H 0.96890 -2.28352 -0.55078 -0.1 0.1 0.0
```
Forces are in eV/Å.

Formally, the Mulliken partial charges of the atoms, in units of the elementary charge, are as follows: atom 1 (O): -0.119, atom 2 (O): -0.472, atom 3 (C): -0.626, atom 4 (C): 0.068, atom 5 (C): -0.495, atom 6 (C): 0.038, atom 7 (H): 0.248, atom 8 (H): 0.244, atom 9 (H): 0.302, atom 10 (H): 0.238, atom 11 (H): 0.347, atom 12 (H): 0.228

=====

The following is a DFT calculation (ωB97M-V with the def2-TZVPD basis set) of one molecule with the formula C4H6O2 in a non-equilibrium geometry.

Summary:
- total charge = 0
- ΔE to the lowest compared entry with this formula, charge and spin (kJ/mol) = 257.19
- maximum force (eV/Å) = 5.096

```
12
Properties=species:S:1:pos:R:3:forces:R:3
O -1.23382 0.62598 -1.11002 2.5 3.8 1.2
O -0.18931 -1.44776 -1.06992 -0.6 3.9 -0.1
C 0.30505 -0.79877 1.55928 2.7 -2.8 2.0
C -0.28169 -0.24334 -0.75825 0.5 -3.0 2.0
C 0.90680 1.54502 0.61227 0.3 -1.2 -2.7
C 0.51899 0.25842 0.51839 -2.4 -0.1 -0.9
H -0.79228 1.59782 -0.62122 -2.3 -4.0 -2.1
H 0.90069 -1.78333 1.22137 -0.8 2.2 0.7
H 1.69179 1.85501 1.20887 0.7 0.7 2.3
H -0.67999 -1.31375 1.68141 0.3 1.3 -0.6
H 0.65720 -0.55792 2.64890 -0.4 -0.1 -2.2
H 0.91268 2.20845 -0.28984 -0.3 -0.7 0.4
```
Forces are in eV/Å.

Formally, the Mulliken partial charges of the atoms, in units of the elementary charge, are as follows: atom 1 (O): -0.473, atom 2 (O): -0.559, atom 3 (C): -1.069, atom 4 (C): 0.585, atom 5 (C): -1.014, atom 6 (C): 0.692, atom 7 (H): 0.375, atom 8 (H): 0.271, atom 9 (H): 0.318, atom 10 (H): 0.290, atom 11 (H): 0.292, atom 12 (H): 0.290

=====

The following is a DFT calculation (ωB97M-V with the def2-TZVPD basis set) of one molecule with the formula C4H6O2 in a non-equilibrium geometry.

Summary:
- total charge = 0
- ΔE to the lowest compared entry with this formula, charge and spin (kJ/mol) = 93.37
- maximum force (eV/Å) = 2.934

```
12
Properties=species:S:1:pos:R:3:forces:R:3
O -1.59311 -0.49521 1.13285 -0.8 -0.6 -1.2
O -0.15229 0.61315 2.29017 -0.3 0.2 1.3
C 0.42138 0.30688 0.04339 -1.4 -0.2 -0.7
C -0.22595 0.36010 -1.37601 1.9 -0.4 0.9
C -0.54977 0.10319 1.12586 0.2 -0.8 0.4
C 0.70769 -0.75177 -0.99554 1.6 -1.1 0.5
H 1.23981 0.88709 0.38502 0.5 0.8 -0.3
H 1.86924 -0.77478 -1.25533 -2.9 0.1 0.1
H 0.20536 1.07507 -2.04036 -0.3 0.5 -0.4
H 0.25328 -1.73817 -0.78644 0.4 0.6 -0.3
H -1.27842 0.11207 -1.40204 0.1 0.2 -0.1
H -0.89721 0.30239 2.87845 1.1 0.6 -0.4
```
Forces are in eV/Å.

Formally, the Mulliken partial charges of the atoms, in units of the elementary charge, are as follows: atom 1 (O): -0.615, atom 2 (O): -0.490, atom 3 (C): -0.102, atom 4 (C): -0.672, atom 5 (C): 0.520, atom 6 (C): -0.438, atom 7 (H): 0.430, atom 8 (H): 0.225, atom 9 (H): 0.273, atom 10 (H): 0.265, atom 11 (H): 0.270, atom 12 (H): 0.335

=====

Question: Which value of ΔE to the lowest compared entry with this formula, charge and spin does entry 1 give?
Answer: 166.27 kJ/mol